11
Properties=species:S:1:pos:R:3:lowdin_charge:R:1 method="wB97M-V/def2-TZVPD" orbital_gap_ev=10.34 smiles="O=S(=O)(Cl)CCF" total_charge=0 homo_energy_ev=-10.94 de_lowest_ev=0.2597 lumo_ev=-0.601 energy_ev=-32307.565
Cl -2.64 1.54 0.07 0.31
S -1.57 -0.24 0.05 0.38
F 1.46 -1.57 0.03 -0.03
O -1.61 -0.74 -1.29 -0.37
O -2.02 -1.04 1.13 -0.36
C 0.45 0.52 0.41 -0.08
C 1.43 -0.26 -0.38 -0.27
H 0.50 0.35 1.48 0.09
H 2.44 0.14 -0.20 0.13
H 0.35 1.55 0.13 0.07
H 1.21 -0.25 -1.45 0.13

=====

15
Properties=species:S:1:pos:R:3:lowdin_charge:R:1 method="wB97M-V/def2-TZVPD" orbital_gap_ev=8.60 smiles="O=c1nccc2[nH]ccn12" total_charge=0 homo_energy_ev=-8.24 de_lowest_ev=1.2185 lumo_ev=0.356 energy_ev=-12819.328
O -1.00 2.15 -0.08 0.07
N 1.82 -1.02 -0.06 0.08
N -2.06 0.10 -0.02 0.12
N 0.18 0.35 0.22 0.09
C 0.50 -0.98 -0.03 -0.25
C -0.60 -1.90 0.05 -0.01
C 1.34 1.20 0.00 0.02
C -1.04 0.95 0.01 -0.58
C -1.82 -1.17 0.03 -0.18
C 2.37 0.30 -0.05 -0.06
H -0.57 -3.00 -0.24 0.12
H 2.43 -1.90 -0.10 0.21
H -2.81 -1.55 -0.22 0.11
H 1.48 2.23 -0.05 0.10
H 3.50 0.49 0.16 0.15

=====

50
Properties=species:S:1:pos:R:3:lowdin_charge:R:1 method="wB97M-V/def2-TZVPD" orbital_gap_ev=2.46 total_charge=-1 homo_energy_ev=-4.32 lumo_ev=-1.859 energy_ev=-64269.557
In 1.89 -1.26 -7.06 0.16
S 1.88 -3.29 -5.54 0.03
P -1.96 1.28 4.81 0.75
P 1.37 -2.31 -0.35 0.74
O -0.94 0.25 5.28 -0.28
O 2.17 -2.18 -1.64 -0.27
O 1.58 -0.98 0.60 -0.26
O -1.52 2.78 5.32 -0.26
O -2.93 1.12 6.22 -0.33
O 2.60 -3.13 0.52 -0.33
O -2.08 0.81 -4.65 -0.02
O -1.03 1.48 3.38 -0.26
O 0.01 -1.57 -1.09 -0.24
N -1.26 1.06 -6.82 0.07
C 1.53 -1.17 2.02 -0.12
C -1.06 0.77 -5.40 -0.42
C 1.60 0.52 -5.65 -0.37
C -2.56 3.72 5.61 -0.12
C -2.33 0.65 7.41 -0.14
C 3.95 -2.95 0.12 -0.14
C -1.17 -1.49 -0.30 -0.14
C 0.31 0.36 -4.71 -0.23
C -1.58 2.37 2.40 -0.13
H -1.35 -2.43 0.22 0.08
H -1.07 2.20 1.45 0.09
H -1.08 -0.68 0.43 0.07
H -2.64 2.19 2.27 0.08
H 4.15 -3.47 -0.82 0.09
H 4.20 -1.89 0.03 0.09
H -2.26 4.70 5.25 0.09
H 1.00 -0.32 2.47 0.08
H -3.50 3.44 5.13 0.08
H 0.45 0.96 -3.76 0.10
H 1.01 -2.09 2.29 0.08
H -3.06 0.79 8.22 0.09
H 1.45 -2.90 -4.28 -0.30
H -2.11 -0.41 7.34 0.08
H -0.51 1.70 -7.10 0.07
H 4.59 -3.40 0.89 0.09
H 2.55 -1.19 2.42 0.09
H 2.51 0.46 -4.94 0.03
H 0.55 -1.34 -8.26 -0.14
H -1.19 0.16 -7.31 0.05
H -1.43 1.22 7.65 0.09
H -2.71 3.77 6.69 0.09
H -1.41 3.41 2.70 0.08
H 3.53 -1.18 -7.85 -0.14
H 0.23 -0.74 -4.41 0.09
H -2.02 -1.28 -0.95 0.09
H 1.63 1.51 -6.22 0.02

=====

9
Properties=species:S:1:pos:R:3:lowdin_charge:R:1 method="wB97M-V/def2-TZVPD" orbital_gap_ev=10.74 smiles="O=C(O)OPS" total_charge=0 homo_energy_ev=-10.30 de_lowest_ev=0.6236 lumo_ev=0.443 energy_ev=-27352.212
S -0.37 1.74 1.85 0.33
P 0.01 -0.33 1.56 0.60
O 0.76 0.07 -1.79 0.11
O -1.38 -0.75 -2.11 0.10
O -0.58 -0.68 -0.07 -0.39
C -0.28 -0.40 -1.37 -0.62
H -2.23 -1.06 -1.75 0.13
H 1.55 -0.18 1.40 -0.04
H 0.44 2.29 0.98 -0.22

=====

22
Properties=species:S:1:pos:R:3:lowdin_charge:R:1 method="wB97M-V/def2-TZVPD" orbital_gap_ev=5.14 total_charge=+1 homo_energy_ev=-13.39 de_lowest_ev=7.7086 lumo_ev=-8.253 energy_ev=-9869.458
N 0.30 -1.47 0.68 0.38
N -1.91 -0.77 -2.12 0.15
N -0.17 0.59 -1.48 0.08
C 0.30 0.93 0.89 -0.15
C 1.16 -0.26 0.94 -0.42
C -1.42 0.26 -1.45 -0.28
C 1.95 -0.39 2.23 -0.02
C 0.23 1.62 -0.54 -0.15
H 2.70 -1.15 2.39 0.09
H 1.19 1.95 -0.73 0.09
H -0.40 2.40 -0.47 0.09
H 0.71 1.71 1.59 0.15
H 1.83 -0.27 0.08 0.17
H -1.18 -1.25 -2.70 0.15
H -2.58 -1.37 -1.65 0.12
H -2.13 0.70 -0.73 0.15
H -2.71 -1.15 1.62 0.04
H -2.17 -1.49 1.27 0.00
H -0.65 0.64 1.28 0.09
H 0.73 -2.30 0.50 0.05
H 1.29 -0.46 3.09 0.10
H 2.48 0.58 2.46 0.12

=====

45
Properties=species:S:1:pos:R:3:lowdin_charge:R:1 method="wB97M-V/def2-TZVPD" orbital_gap_ev="5.38 / 4.92" total_charge=+2 homo_energy_ev="-15.00 / -14.99" lumo_ev="-9.617 / -10.071" energy_ev=-76587.327
Tl 0.13 1.06 -3.00 -0.13
I 0.38 0.66 -5.73 0.34
I -0.83 3.10 -1.26 0.37
Cl -0.13 -1.76 -2.63 0.01
S -0.04 -1.13 0.48 0.85
P -2.32 -0.24 -1.48 0.69
P 2.25 -0.08 -1.56 0.63
N 0.37 -1.06 3.13 0.05
N -0.21 0.95 2.14 0.04
C -3.25 0.03 -3.06 -0.24
C 0.56 0.98 4.47 -0.15
C -3.08 -1.85 -1.01 -0.27
C -0.30 1.65 3.42 -0.14
C -3.37 0.81 -0.39 -0.28
C 2.81 -1.77 -1.09 -0.29
C 0.31 -0.51 4.48 -0.14
C 0.03 -0.37 2.01 -0.68
C 3.37 0.11 -3.02 -0.29
C 3.25 0.86 -0.34 -0.24
H -4.30 -0.19 -2.85 0.08
H 2.50 -2.00 -0.07 0.02
H -1.34 1.63 3.77 0.14
H -3.14 1.06 -3.42 0.05
H 0.45 -2.06 2.97 0.15
H 1.61 1.18 4.26 0.13
H 4.38 -0.09 -2.64 0.06
H 3.11 1.94 -0.50 0.06
H -2.72 -2.63 -1.69 0.04
H -4.42 0.59 -0.62 0.07
H 1.05 -1.02 5.10 0.14
H -3.16 1.88 -0.56 -0.05
H -2.77 -2.10 0.01 0.03
H 4.30 0.60 -0.50 0.06
H -0.68 -0.71 4.91 0.14
H 2.95 0.61 0.68 0.04
H -4.17 -1.76 -1.06 0.07
H 3.07 -0.60 -3.80 0.05
H -0.50 1.45 1.29 0.06
H 2.34 -2.50 -1.76 0.02
H 0.32 1.39 5.45 0.14
H -3.17 0.59 0.67 0.05
H 3.90 -1.83 -1.17 0.07
H 3.30 1.11 -3.45 0.04
H -2.85 -0.64 -3.83 0.05
H 0.01 2.68 3.27 0.14